[1]
76
Properties=species:S:1:pos:R:3:forces:R:3 method="wB97M-V/def2-TZVPD" total_charge=+2 relative_energy_kj_mol=255.7 total_energy_ha=-4730.32984 homo_ha=-0.5012
Pd -0.12331 0.22571 0.36321 -0.648 1.559 -0.009
O 1.94215 -0.14284 6.32398 0.015 -0.003 -0.006
C 1.39575 0.05961 5.13185 0.006 0.002 -0.023
C 0.03097 0.26430 4.91461 0.006 0.020 -0.002
C -0.40478 0.44317 3.62455 -0.100 0.039 -0.019
N 0.39557 0.44362 2.54971 0.273 -0.501 -0.176
C 1.70366 0.28247 2.78987 -0.031 0.058 -0.011
Br 2.87508 0.41442 1.31403 0.143 0.000 0.057
C 2.25475 0.08861 4.03195 -0.012 0.011 0.035
H 1.28807 -0.14797 7.03468 -0.009 0.004 0.007
H -0.67544 0.28454 5.73354 -0.003 0.000 0.001
H -1.45506 0.62117 3.43966 0.021 -0.027 -0.006
H 3.31912 -0.03234 4.16830 0.001 -0.005 -0.004
C -0.84201 -0.04067 -3.85156 -0.151 0.137 0.173
Sb 0.44032 0.19455 -2.18224 0.551 -0.893 0.465
C 1.68297 -1.49816 -2.44235 -0.010 0.003 -0.144
C 1.81045 1.70031 -2.83645 -0.085 0.091 0.010
C 1.15604 3.00746 -3.16514 -0.032 0.041 -0.008
C 0.66231 3.21039 -4.45291 0.022 0.006 0.015
C 0.04868 4.39959 -4.80964 -0.007 0.016 -0.005
C -0.07240 5.41641 -3.87401 -0.004 -0.005 -0.011
C 0.42001 5.22909 -2.59330 -0.008 -0.027 0.010
C 1.03152 4.03315 -2.21941 -0.026 -0.016 -0.048
C 1.53498 3.88209 -0.81666 0.019 -0.008 0.046
Sb 0.12459 2.87237 0.43984 -0.066 0.021 -0.067
C -1.55608 4.11069 0.06212 -0.020 -0.023 -0.007
C 0.72659 3.59675 2.33718 -0.018 -0.043 0.025
H -0.17197 -0.23980 -4.68686 -0.033 0.004 -0.030
H -1.43303 0.84960 -4.05158 0.007 0.013 0.004
H -1.49141 -0.89932 -3.69590 0.020 -0.014 -0.012
H 2.17270 -1.44740 -3.41456 -0.002 0.020 0.003
H 1.07231 -2.39495 -2.37143 -0.013 0.011 0.005
H 2.41966 -1.52372 -1.64273 -0.001 0.024 0.003
H 2.26927 1.26218 -3.72426 -0.011 -0.028 0.015
H 2.58144 1.77348 -2.07069 0.009 0.003 -0.006
H 0.78745 2.43177 -5.19703 0.001 -0.005 0.000
H -0.31327 4.53945 -5.81907 -0.005 0.002 0.001
H -0.53190 6.35711 -4.14462 0.001 0.001 -0.002
H 0.34709 6.03480 -1.87186 0.009 0.005 0.001
H 1.61927 4.85720 -0.33391 0.042 -0.002 -0.006
H 2.50153 3.38792 -0.73402 -0.013 -0.027 -0.014
H -1.24436 5.14254 0.21884 0.006 -0.001 -0.002
H -2.37983 3.89049 0.73871 0.013 -0.010 0.000
H -1.88430 3.99925 -0.97040 0.005 -0.006 0.000
H 0.75995 4.68283 2.26079 0.010 0.004 0.018
H 1.71639 3.21960 2.58701 -0.008 -0.012 -0.008
H 0.01746 3.31020 3.11122 0.006 -0.001 -0.021
C -2.38927 0.94487 0.48343 0.221 -0.217 -0.020
C -2.69665 -0.42623 0.47638 -0.267 -0.054 -0.063
C -2.86843 -1.10438 -0.76041 0.006 0.034 0.002
C -3.11690 -2.45038 -0.78414 0.027 -0.002 -0.001
C -3.20138 -3.15161 0.42200 0.001 -0.005 -0.001
C -3.10072 -2.50094 1.65175 0.018 -0.009 -0.005
C -2.85913 -1.15119 1.68284 0.049 0.009 0.005
H -2.44730 1.49726 1.41474 0.022 0.008 -0.022
H -2.51133 1.51901 -0.42519 -0.008 0.026 0.019
H -2.79223 -0.53783 -1.68104 -0.025 0.005 0.010
H -3.24019 -2.97428 -1.72180 -0.009 0.001 -0.001
H -3.38592 -4.21832 0.40154 0.014 -0.004 0.002
H -3.21446 -3.06026 2.56963 -0.006 0.002 0.002
H -2.79940 -0.63235 2.62923 -0.029 -0.022 -0.022
C 2.61529 -4.96238 0.38279 -0.020 0.016 -0.007
Si 0.77561 -4.72544 0.55576 -0.005 -0.054 0.025
C -0.13624 -5.57733 -0.83463 0.016 -0.008 0.018
C 0.14716 -5.31641 2.21090 -0.006 0.016 -0.022
C 0.42071 -2.90527 0.43719 -0.058 -0.025 0.004
C 0.19780 -1.71156 0.35723 0.181 -0.195 -0.161
H 2.86755 -6.02309 0.44218 0.001 -0.002 0.003
H 3.16525 -4.44401 1.16982 -0.012 0.006 0.008
H 2.97191 -4.59172 -0.58019 0.001 0.000 -0.002
H 0.09068 -6.64579 -0.82229 -0.007 -0.002 -0.012
H 0.15864 -5.19156 -1.81229 0.008 0.010 0.001
H -1.21922 -5.47458 -0.74061 -0.002 0.021 0.008
H 0.29493 -6.39283 2.31783 0.009 -0.002 -0.003
H -0.92167 -5.11814 2.31864 -0.002 -0.001 0.000
H 0.66599 -4.82498 3.03564 0.008 0.009 -0.008

---

[2]
10
Properties=species:S:1:pos:R:3:forces:R:3 method="wB97M-V/def2-TZVPD" total_charge=0 smiles="O=C1NN=C[C@H]1F" relative_energy_kj_mol=122.8 total_energy_ha=-400.70049 homo_ha=-0.3706
O -1.86497 0.83465 -1.01912 1.841 -0.943 1.048
C -0.93264 0.28216 -0.43752 -2.221 0.237 -0.888
N -0.87977 -1.03971 -0.02954 0.136 0.601 -0.093
N 0.36457 -1.42864 0.43621 -0.020 0.261 -0.017
C 1.09249 -0.38476 0.49077 -0.041 -0.148 -0.162
C 0.37832 0.85895 0.06387 0.565 0.241 -0.405
F 1.04165 1.58270 -0.91873 -0.242 -0.265 0.436
H -1.50122 -1.75975 -0.32382 -0.385 -0.256 -0.172
H 2.10598 -0.44956 0.81737 0.454 0.035 0.187
H 0.19558 1.50396 0.92052 -0.086 0.236 0.066

---

[3]
14
Properties=species:S:1:pos:R:3:forces:R:3 method="wB97M-V/def2-TZVPD" total_charge=0 relative_energy_kj_mol=602.0 total_energy_ha=-307.48313 homo_ha=-0.3090
C 1.64046 0.46756 -0.15121 -0.009 0.049 -0.046
C 0.55040 -0.50365 0.24239 0.359 -0.099 -0.228
O 0.43149 -0.55064 1.62621 -0.041 -0.070 0.023
C -0.91223 -0.46795 1.24192 -0.126 -0.131 0.142
C -0.88334 0.35441 -0.53353 0.155 0.257 -0.244
O -2.18229 -0.07045 -0.77266 -0.140 0.068 0.206
H 1.46516 1.45908 0.27548 -0.006 -0.165 -0.059
H 1.74707 0.54780 -1.23744 -0.041 -0.037 0.170
H 2.57437 0.07945 0.26687 -0.106 0.072 -0.054
H 0.61930 -1.49127 -0.22341 -0.038 0.137 0.097
H -1.21422 -1.50214 0.93462 0.056 0.190 0.015
H -0.40139 0.21945 -1.51062 0.031 -0.021 0.166
H -0.78454 1.39959 -0.22798 -0.068 -0.182 -0.029
H -2.65023 0.05875 0.06937 -0.026 -0.067 -0.160

---

| no. | orbital gap (eV) | M (g/mol) |
| --- | --- | --- |
| 1 | 5.9 | 876.58 |
| 2 | 10.2 | 102.07 |
| 3 | 9.4 | 88.11 |